Below is a structure of composition C44H53N4O10P2Ta in a non-equilibrium geometry, with properties calculated with ωB97M-V/def2-TZVPD.

Last column: Mulliken charge in e.
CARTESIAN COORDINATES (ANGSTROEM)
Ta (0.284, 1.521, -0.031)  1.950
O (1.892, 2.381, 0.323)  1.130
C (2.385, 3.306, 1.131)  0.869
C (3.743, 3.329, 1.471)  -0.880
C (4.232, 4.270, 2.353)  -0.749
C (3.383, 5.221, 2.922)  -0.878
C (2.055, 5.247, 2.573)  -1.032
C (1.527, 4.313, 1.661)  0.452
C (0.208, 4.468, 1.149)  -0.499
N (-0.316, 3.618, 0.315)  0.296
N (-1.424, 3.942, -0.354)  -0.978
C (-1.705, 3.085, -1.300)  0.470
O (-0.924, 2.063, -1.516)  0.122
C (-2.881, 3.354, -2.123)  0.168
C (-3.210, 2.524, -3.195)  0.083
C (-4.322, 2.807, -3.966)  -1.295
C (-5.113, 3.909, -3.677)  -0.495
C (-4.785, 4.741, -2.616)  -0.868
C (-3.680, 4.467, -1.837)  -0.525
H (4.396, 2.589, 1.032)  0.462
H (5.281, 4.267, 2.603)  0.493
H (3.778, 5.948, 3.614)  0.439
H (1.396, 5.995, 2.989)  0.490
H (-0.335, 5.383, 1.379)  0.590
H (-2.576, 1.679, -3.419)  0.616
H (-4.566, 2.173, -4.805)  0.481
H (-5.981, 4.124, -4.280)  0.444
H (-5.386, 5.611, -2.402)  0.456
H (-3.403, 5.104, -1.014)  0.480
C (1.306, 3.784, -3.002)  -1.343
O (1.416, 2.490, -2.415)  -0.010
C (1.211, 1.406, -3.244)  0.554
C (1.103, 1.480, -4.624)  -0.867
C (0.989, 0.325, -5.384)  -1.013
C (1.039, -0.912, -4.773)  -1.406
C (1.130, -0.995, -3.394)  -0.415
C (1.144, 0.149, -2.606)  0.490
N (1.131, 0.127, -1.197)  0.376
N (1.590, -1.064, -0.671)  0.780
C (3.457, -1.647, 1.027)  -0.160
C (3.137, -0.567, 2.039)  -0.536
O (2.452, 0.403, 1.745)  -0.044
C (3.742, -0.765, 3.343)  -1.370
C (3.986, -2.016, 3.768)  -0.711
C (3.575, -3.161, 2.991)  0.533
C (3.490, -4.404, 3.619)  -0.739
C (3.019, -5.506, 2.934)  -0.651
C (2.626, -5.360, 1.615)  -1.135
C (2.712, -4.127, 0.980)  -0.245
C (3.192, -3.011, 1.640)  0.670
H (2.080, 3.935, -3.759)  0.436
H (1.456, 4.496, -2.192)  0.228
H (0.316, 3.935, -3.443)  0.491
H (1.099, 2.433, -5.122)  0.550
H (0.874, 0.405, -6.452)  0.485
H (1.004, -1.813, -5.365)  0.479
H (1.189, -1.954, -2.911)  0.739
H (3.891, 0.100, 3.969)  0.608
H (4.410, -2.202, 4.744)  0.471
H (3.791, -4.494, 4.653)  0.472
H (2.964, -6.467, 3.420)  0.447
H (2.246, -6.210, 1.070)  0.463
H (2.395, -4.071, -0.043)  0.084
C (-0.271, -3.836, 3.274)  -1.188
C (0.202, -2.532, 3.893)  0.560
C (-0.838, -1.911, 4.813)  -1.564
O (0.654, -1.578, 2.887)  0.259
P (0.007, -0.923, 1.636)  -0.399
O (0.085, 0.567, 1.691)  -1.376
C (-1.749, -1.394, 1.427)  -0.716
P (-2.391, -0.195, 0.191)  -0.161
O (-1.976, 1.175, 0.554)  -1.023
O (-3.924, -0.358, -0.038)  0.156
C (-4.967, -0.771, 0.885)  0.711
C (-5.256, 0.333, 1.885)  -1.314
C (-6.166, -1.113, 0.018)  -1.434
O (-1.731, -0.655, -1.163)  0.602
C (-2.325, -1.830, -1.824)  0.625
C (-1.297, -2.944, -1.952)  -0.960
C (-2.895, -1.390, -3.159)  -1.490
O (0.714, -1.575, 0.362)  0.522
C (3.049, -1.255, -0.425)  0.901
C (3.524, -2.333, -1.424)  -1.754
C (3.796, 0.039, -0.792)  -1.840
H (-0.387, -4.575, 4.063)  0.452
H (0.460, -4.207, 2.560)  0.226
H (-1.232, -3.716, 2.782)  0.262
H (1.129, -2.710, 4.448)  0.433
H (-1.840, -2.000, 4.400)  0.323
H (-0.612, -0.862, 4.979)  0.371
H (-0.831, -2.422, 5.772)  0.486
H (-2.269, -1.260, 2.373)  0.488
H (-1.848, -2.423, 1.087)  0.500
H (-4.613, -1.673, 1.401)  0.204
H (-5.623, 1.215, 1.367)  0.315
H (-4.351, 0.602, 2.426)  0.347
H (-6.012, 0.003, 2.592)  0.451
H (-6.487, -0.235, -0.536)  0.326
H (-6.983, -1.458, 0.644)  0.441
H (-5.910, -1.895, -0.693)  0.373
H (-3.144, -2.175, -1.186)  0.389
H (-0.708, -2.810, -2.853)  0.367
H (-1.815, -3.899, -2.016)  0.498
H (-0.631, -2.959, -1.093)  -0.172
H (-2.109, -0.960, -3.773)  0.183
H (-3.681, -0.655, -3.002)  0.291
H (-3.318, -2.247, -3.677)  0.521
H (4.557, -1.622, 0.981)  1.440
H (2.790, -3.118, -1.559)  0.387
H (4.453, -2.779, -1.081)  0.369
H (3.700, -1.889, -2.399)  0.428
H (3.606, 0.303, -1.829)  0.431
H (4.865, -0.125, -0.681)  0.623
H (3.483, 0.875, -0.176)  0.126

Properties
- charge = +2
- electronic energy (eV) = -93044.8828
- highest occupied orbital energy (eV) = -12.75
- frontier orbital gap (hartree) = 0.2622
- LUMO (eV) = -5.61